Entry A
{
  "formula": "C5H17N2O",
  "method": "wB97M-V/def2-TZVPD",
  "species": ["C", "N", "C", "C", "N", "C", "C", "H", "H", "H", "H", "H", "H", "H", "H", "H", "H", "H", "H", "H", "H", "H", "H", "H", "O"],
  "coordinates": [[1.547, -0.988, -0.072], [2.857, -0.412, 0.268], [3.398, 0.529, -0.724], [0.483, 0.034, -0.250], [-2.514, -1.364, -1.250], [-1.015, 0.384, 1.718], [0.138, 0.975, 0.821], [1.691, -1.547, -0.998], [1.313, -1.704, 0.723], [2.814, 0.004, 1.182], [3.581, 0.009, -1.660], [4.335, 0.940, -0.360], [2.742, 1.379, -0.938], [0.294, 0.427, -1.251], [-2.502, -2.160, -0.617], [-2.531, -1.743, -2.198], [-1.620, -0.905, -1.104], [-1.241, 1.044, 2.548], [-0.697, -0.593, 2.081], [-1.908, 0.269, 1.105], [-0.191, 1.917, 0.385], [1.020, 1.179, 1.431], [-3.618, 0.145, -0.645], [-4.632, 1.288, -0.166], [-3.742, 0.894, -0.032]],
  "charge": 1
}


Entry B
{
  "formula": "C5H17N2O",
  "method": "wB97M-V/def2-TZVPD",
  "species": ["C", "N", "C", "C", "N", "C", "C", "H", "H", "H", "H", "H", "H", "H", "H", "H", "H", "H", "H", "H", "H", "H", "H", "H", "O"],
  "coordinates": [[1.226, 0.093, -1.191], [1.447, 0.327, 0.227], [2.165, 1.555, 0.587], [-0.059, 0.767, -1.618], [-1.143, 0.320, -0.666], [-1.673, -1.049, -0.893], [-2.098, -1.681, 0.437], [1.215, -0.982, -1.389], [2.012, 0.485, -1.832], [1.888, -0.490, 0.617], [2.926, 1.802, -0.155], [2.672, 1.369, 1.532], [1.511, 2.418, 0.667], [-0.348, 0.578, -2.639], [0.027, 1.848, -1.477], [-1.885, 1.012, -0.747], [-0.674, 0.412, 0.243], [-0.914, -1.651, -1.359], [-2.499, -0.962, -1.592], [-1.866, -2.739, 0.537], [-1.671, -1.185, 1.310], [-3.179, -1.557, 0.556], [0.313, -0.147, 2.175], [0.689, -0.254, 3.624], [-0.082, -0.286, 3.046]],
  "charge": 1
}


The structure with the most favorable energy is entry B; the runner-up is 283.2 kJ/mol above it.